[1]
2 unconnected molecules or ions with the total composition C4H13N2O at a distorted geometry. Source: OMol25; level of theory: wB97M-V/def2-TZVPD.

Summary:
- Strongest force on any atom: 1.9 eV/Å
- HOMO level: -13.83 eV
- Electronic energy: -344.74402 Ha
- Gap between HOMO and LUMO: 0.39537 hartree
- LUMO level: -0.113 hartree
- Spin multiplicity: 1
- Total charge: +1

```
20
Properties=species:S:1:pos:R:3:forces:R:3:lowdin_charge:R:1
C -3.2325 -0.2807 0.5608 0.02 1.17 0.14 0.006
C -1.9415 -0.2785 1.3210 0.19 -0.64 0.81 -0.548
O -0.9059 -0.8183 0.9208 -0.19 0.17 -0.25 -0.020
N -1.9909 0.2239 2.5805 0.15 -0.02 -0.50 0.172
H -3.1670 -0.7958 -0.3774 0.16 -0.32 -0.30 0.080
H -3.5193 0.7600 0.3627 -0.03 -0.12 -0.05 0.098
H -1.2223 0.0010 3.1927 0.04 0.33 -0.04 0.118
H -2.6611 0.9210 2.8519 -0.19 -0.22 0.15 0.116
H -4.0139 -0.6889 1.1852 -0.18 -0.26 0.08 0.091
C 2.3934 -0.3546 -1.3325 0.24 -0.14 0.51 -0.185
C 2.8396 1.0786 -1.4760 0.11 0.68 0.86 -0.067
N 0.9870 -0.5006 -0.7916 1.27 -1.36 -0.14 0.159
H 2.4749 -0.9738 -2.2167 -0.21 0.19 -0.40 0.129
H 3.0168 -0.8751 -0.6029 -0.09 0.17 0.12 0.130
H 3.8409 1.1969 -1.0669 0.37 -0.26 -0.61 0.088
H 2.3256 1.7293 -0.7587 -0.49 -0.11 -0.26 0.085
H 0.8391 -0.0342 0.1057 -0.44 0.37 -0.25 0.136
H 0.9227 -1.4875 -0.5227 -0.54 0.09 -0.05 0.157
H 0.2485 -0.3431 -1.4714 -0.16 0.43 0.21 0.168
H 2.7660 1.5204 -2.4644 -0.02 -0.15 -0.05 0.086
```
Positions in Å, forces in eV/Å.



[2]
C12H24N2O3 in the gas phase at a distorted geometry. Source: OMol25; level of theory: wB97M-V/def2-TZVPD.

Summary:
- Strongest force on any atom: 6.7 eV/Å
- SMILES string: CC(C)C[C@H](NC(=O)[C@@H](N)CC(C)C)C(=O)O
- HOMO level: -10.02 eV
- Electronic energy: -806.77271 Ha
- Gap between HOMO and LUMO: 0.38577 hartree
- LUMO level: 0.018 hartree
- Spin multiplicity: 1
- Total charge: 0

```
41
Properties=species:S:1:pos:R:3:forces:R:3:lowdin_charge:R:1
C 1.7636 -0.4984 0.8098 3.67 -2.23 0.06 -0.246
C 0.4573 -1.1464 1.0323 -0.80 -4.00 1.01 -0.450
C 2.6184 -1.3915 -0.1632 -0.56 1.40 -2.12 -0.116
C 2.5676 -1.0047 -1.6907 4.10 -3.27 -0.13 -0.468
C 1.3780 -1.1506 -2.4733 -3.25 5.04 -3.03 -0.120
C 3.3100 0.3003 -1.7855 -1.60 -0.14 -0.71 -0.076
C -0.7563 0.9837 1.5369 0.27 -1.05 -0.16 -0.104
C -1.6100 1.5645 2.7414 -0.45 -3.28 -0.25 -0.420
C -1.3737 1.2476 0.0474 2.28 0.73 1.38 -0.110
C -2.5149 0.3669 -0.3012 -1.14 -0.61 0.05 -0.433
C -3.7987 1.0497 0.1622 1.71 -0.57 2.55 -0.060
C -2.6724 0.0724 -1.7939 -3.52 -1.03 -0.77 -0.068
H 1.9262 -0.3169 2.8145 -0.22 -0.22 0.78 0.058
H 3.2814 -0.0137 2.1692 1.56 1.12 -0.49 0.049
H 1.8353 0.5251 0.5262 -0.58 0.80 -0.54 0.117
H 2.5908 -2.4504 -0.1151 -1.09 -0.85 0.86 0.105
H 3.6505 -1.1963 0.0281 0.62 0.28 0.69 0.087
H 3.2070 -1.8544 -2.2402 -0.30 1.62 1.56 0.170
H 1.4540 -0.7576 -3.6613 0.25 -1.38 3.08 0.155
H 0.6900 -0.3252 -2.0838 0.04 -0.88 -0.45 0.070
H 0.8155 -2.0290 -2.4334 -0.46 -1.63 0.10 0.055
H 2.6071 1.1203 -1.7838 -0.14 0.57 0.54 0.083
H 3.8818 0.4424 -2.6461 0.79 -0.04 -1.79 0.062
H 3.9935 0.2734 -1.0007 1.07 0.85 1.39 0.054
H -1.3975 -1.1645 1.8529 1.72 1.25 -0.52 0.172
H 0.2453 1.4902 1.7351 -1.10 -0.70 -0.78 0.160
H -0.5945 1.2752 -0.7559 -0.22 -0.28 0.98 0.121
H -1.7485 2.2372 0.1346 -0.12 1.24 -0.17 0.094
H -2.4241 -0.4985 0.3973 -0.20 -0.16 -1.51 0.128
H -4.6388 0.4748 -0.0629 -1.50 -0.84 -0.42 0.062
H -3.6908 1.1062 1.2790 -0.63 0.20 -0.87 0.093
H -3.8721 2.0344 -0.2000 -0.23 1.24 -0.64 0.074
H -1.8896 -0.1886 -2.4035 2.87 -0.66 -0.66 0.011
H -3.1108 0.9110 -2.4348 0.14 -0.66 1.43 0.107
H -3.3642 -0.8578 -2.0048 0.85 1.86 0.77 0.121
H -1.2641 -0.2129 3.5258 0.34 0.11 -0.05 0.065
N 2.5618 -0.6752 2.1175 -2.82 -0.50 -0.31 0.083
N -0.5356 -0.5404 1.7463 -1.50 2.00 0.00 0.052
O 0.3657 -2.3818 0.8764 -0.15 2.23 -0.28 0.063
O -2.1795 2.6045 2.7343 0.50 -0.10 0.45 0.139
O -1.7646 0.5751 3.7671 -0.20 2.53 -1.04 0.061
```
Positions in Å, forces in eV/Å.



[3]
CHFO2 in the gas phase at a distorted geometry. Source: OMol25; level of theory: wB97M-V/def2-TZVPD.

Summary:
- Strongest force on any atom: 4.9 eV/Å
- SMILES string: FC1OO1
- HOMO level: -10.94 eV
- Electronic energy: -288.90702 Ha
- Gap between HOMO and LUMO: 0.44002 hartree
- LUMO level: 0.038 hartree
- Spin multiplicity: 1
- Total charge: 0

```
5
Properties=species:S:1:pos:R:3:forces:R:3:lowdin_charge:R:1
C 0.0706 -0.1251 0.0792 1.51 -1.14 4.24 -0.548
O 0.5083 0.8631 -0.7224 3.41 -0.18 -2.12 0.103
O -0.7461 0.8811 -0.1191 -4.01 2.24 1.70 0.097
F -0.3983 -1.2419 -0.3709 -0.10 -2.09 -1.51 0.141
H 0.5656 -0.3773 1.1332 -0.81 1.17 -2.32 0.208
```
Positions in Å, forces in eV/Å.



[4]
C11H20N2O in the gas phase at a distorted geometry. Source: OMol25; level of theory: wB97M-V/def2-TZVPD.

Summary:
- Strongest force on any atom: 3.2 eV/Å
- SMILES string: O=C(N1CCCCC1)N1CCCCC1
- HOMO level: -8.71 eV
- Electronic energy: -615.89032 Ha
- Gap between HOMO and LUMO: 0.35343 hartree
- LUMO level: 0.033 hartree
- Spin multiplicity: 1
- Total charge: 0

```
34
Properties=species:S:1:pos:R:3:forces:R:3:lowdin_charge:R:1
C -0.0296 -0.5669 0.0207 0.45 0.03 0.39 -0.499
C 2.0440 -0.5025 1.3545 0.70 0.09 -0.85 -0.147
C 3.0859 -1.1163 0.3966 1.85 0.83 0.92 -0.189
C 3.4274 -0.1964 -0.8206 -0.07 -0.42 0.40 -0.170
C 3.0250 1.2921 -0.5732 -0.21 -1.08 0.08 -0.184
C 1.5495 1.3698 -0.2175 -1.88 -0.18 -0.51 -0.174
C -1.5106 1.3758 0.0109 1.14 -1.37 -0.76 -0.143
C -2.5806 1.0507 1.0074 0.79 -0.11 0.86 -0.203
C -3.6684 0.2224 0.4169 -2.50 -0.90 -0.11 -0.205
C -3.1658 -1.0074 -0.3805 -2.63 -0.46 1.80 -0.202
C -2.1212 -0.6087 -1.2922 1.72 0.53 -1.67 -0.208
H 1.5595 -1.3180 1.8815 -0.06 0.22 0.33 0.112
H 2.5653 0.2185 2.0563 -0.93 -0.65 -0.71 0.137
H 2.7458 -2.0562 0.0067 -0.27 -0.50 0.04 0.089
H 4.0542 -1.3003 0.9461 -1.01 -0.01 -0.25 0.114
H 2.8212 -0.7091 -1.6229 0.86 1.30 0.13 0.122
H 4.5322 -0.2800 -1.0037 -1.14 0.06 -0.28 0.111
H 3.6231 1.8201 0.1842 0.08 -0.58 -0.09 0.112
H 3.1155 1.8616 -1.4773 0.38 0.32 -0.56 0.093
H 1.3286 2.2995 0.3544 0.16 -0.45 -0.32 0.114
H 0.9150 1.3997 -1.1725 0.96 0.10 1.29 0.141
H -1.8187 2.0679 -0.7629 -0.20 0.22 -0.16 0.124
H -0.6563 1.7584 0.5411 0.09 0.48 -0.01 0.084
H -2.9097 1.9909 1.4552 -0.37 -0.08 -0.02 0.117
H -2.1010 0.4800 1.8345 -0.20 0.24 -0.39 0.134
H -4.2841 0.7946 -0.3094 0.23 0.12 0.52 0.116
H -4.3672 -0.1132 1.2513 0.68 0.37 -1.10 0.128
H -2.8328 -1.7298 0.3488 0.60 -0.36 0.13 0.107
H -4.0022 -1.5511 -0.9137 0.67 0.89 0.42 0.136
H -2.4863 0.0939 -2.0752 -0.01 -0.59 0.26 0.141
H -1.6868 -1.4766 -1.7460 0.18 -0.47 -0.63 0.120
N 1.0423 0.1783 0.5294 -0.25 1.14 -0.43 -0.061
N -1.0257 0.1049 -0.6734 0.33 2.30 1.32 -0.038
O -0.0708 -1.7636 0.2116 -0.14 -1.02 -0.05 0.072
```
Positions in Å, forces in eV/Å.



[5]
A gas-phase ion, C2H5N2O (charge +1) at a distorted geometry. Source: OMol25; level of theory: wB97M-V/def2-TZVPD.

Summary:
- Strongest force on any atom: 4.3 eV/Å
- HOMO level: -15.15 eV
- Electronic energy: -263.54413 Ha
- Gap between HOMO and LUMO: 0.36481 hartree
- LUMO level: -0.192 hartree
- Spin multiplicity: 1
- Total charge: +1

```
10
Properties=species:S:1:pos:R:3:forces:R:3:lowdin_charge:R:1
C -0.4625 -0.1184 0.1606 3.54 2.44 -0.13 -0.106
C 1.2946 0.9725 0.0049 -3.31 -2.01 0.16 0.168
N 0.4844 -1.0065 -0.0738 -0.54 0.05 -0.01 0.071
N -1.7439 -0.1499 0.0786 -0.86 -0.47 -0.16 0.202
O 1.6974 -0.3698 0.0532 0.64 -0.14 0.09 -0.059
H 1.1273 1.3985 -0.9749 0.03 -0.05 -0.13 0.111
H 1.6629 1.6051 0.7986 0.13 -0.06 0.14 0.117
H 0.4919 -2.0219 -0.1595 0.19 0.18 -0.01 0.196
H -2.2902 0.6615 0.3378 0.13 -0.07 0.05 0.147
H -2.2619 -0.9710 -0.2255 0.05 0.12 0.02 0.153
```
Positions in Å, forces in eV/Å.



[6]
A molecular structure, C31H25GeN5PtSe at a distorted geometry. Source: OMol25; level of theory: wB97M-V/def2-TZVPD.

Summary:
- Strongest force on any atom: 1.0 eV/Å
- HOMO level (alpha / beta): -10.19 / -10.18 eV
- ⟨S²⟩: 0.76
- Electronic energy: -6067.54083 Ha
- Gap between HOMO and LUMO (alpha / beta): 0.22582 / 0.19180 hartree
- LUMO level (alpha / beta): -0.149 / -0.182 hartree
- Spin multiplicity: 2
- Total charge: +1

```
64
Properties=species:S:1:pos:R:3:forces:R:3:lowdin_charge:R:1
Pt -0.8731 0.7072 0.9598 0.30 -0.61 0.28 1.053
C -3.1796 0.2131 -2.1658 -0.03 -0.03 -0.13 -0.217
Ge -1.9989 1.2647 -1.0440 -0.44 -0.17 -0.21 0.887
C -1.0140 2.5384 -2.1033 0.08 0.17 0.03 -0.333
C 0.2298 3.0232 -1.6864 -0.12 0.01 -0.18 -0.134
C 0.9293 3.9312 -2.4710 0.00 0.00 0.05 -0.070
C 0.3881 4.3692 -3.6736 -0.06 -0.05 0.00 -0.064
C -0.8492 3.8956 -4.0969 0.04 0.02 0.06 -0.067
C -1.5467 2.9829 -3.3163 0.10 0.00 -0.02 -0.104
C -2.7224 1.9269 0.6821 0.01 0.27 -0.06 -0.399
C -2.1285 3.1266 1.1227 -0.16 -0.11 0.00 -0.114
C -2.5740 3.7977 2.2609 -0.16 0.12 0.18 -0.062
C -3.6373 3.2895 2.9665 0.03 0.02 -0.29 -0.002
C -4.3217 2.1110 2.5468 0.19 0.29 0.13 -0.159
C -5.4294 1.6282 3.2722 -0.15 -0.01 0.12 -0.008
C -6.1055 0.5141 2.8562 0.00 0.01 -0.01 -0.057
C -5.6946 -0.1499 1.6864 -0.03 0.06 -0.07 -0.056
C -4.6146 0.3018 0.9716 -0.06 0.01 -0.06 -0.051
C -3.8906 1.4344 1.3921 0.18 -0.11 -0.25 -0.184
H -4.0739 0.8053 -2.3740 0.02 -0.04 0.00 0.045
H -3.4800 -0.7295 -1.7136 0.03 0.08 -0.06 -0.009
H -2.6761 0.0094 -3.1118 -0.03 -0.01 0.01 0.036
H 0.6552 2.6861 -0.7466 0.06 -0.01 0.01 0.078
H 1.8951 4.2990 -2.1436 -0.06 -0.02 -0.02 0.111
H 0.9318 5.0807 -4.2835 -0.03 -0.04 0.03 0.112
H -1.2712 4.2387 -5.0339 0.03 -0.02 0.05 0.112
H -2.5086 2.6187 -3.6629 0.04 0.02 0.02 0.100
H -1.3287 3.5727 0.5360 0.04 -0.12 0.09 0.098
H -2.0767 4.7031 2.5834 -0.06 -0.04 0.02 0.124
H -4.0149 3.8191 3.8313 0.09 -0.06 0.09 0.121
H -5.7408 2.1640 4.1599 0.00 -0.01 0.02 0.125
H -6.9637 0.1556 3.4084 0.00 0.00 0.01 0.112
H -6.2409 -1.0209 1.3409 0.03 0.05 0.01 0.117
H -4.3134 -0.2229 0.0753 -0.05 0.04 0.07 0.083
N 5.5201 -3.0982 -0.1801 -0.33 0.22 0.04 0.199
C 4.5614 -2.4777 -0.0396 0.17 -0.11 -0.02 -0.146
C 3.3569 -1.7026 0.1394 0.16 -0.07 0.05 -0.190
C 3.1825 -0.9202 1.2745 0.15 -0.07 -0.09 0.026
C 2.0112 -0.2067 1.4127 -0.19 0.17 0.11 -0.095
N 1.0338 -0.2391 0.4935 -0.31 -0.15 0.38 -0.088
C 1.2167 -0.9822 -0.6086 -0.09 0.15 -0.02 -0.109
C 2.3559 -1.7264 -0.8242 0.02 -0.02 -0.07 0.018
H 3.9439 -0.8691 2.0401 -0.03 0.00 -0.01 0.136
H 1.8284 0.4094 2.2857 -0.07 -0.07 -0.05 0.093
H 0.4258 -0.9594 -1.3443 -0.01 -0.03 0.04 0.098
H 2.4614 -2.3127 -1.7265 0.00 0.02 0.03 0.134
Se -1.4353 2.3043 5.5082 0.07 -0.22 -0.23 0.575
C -0.7244 1.6597 4.0150 0.31 -0.22 -0.80 -0.949
N -0.2615 1.2439 3.0065 -0.44 0.20 0.88 -0.104
N -3.5267 -2.1248 2.9682 0.07 -0.21 -0.31 0.160
C -2.6300 -1.1261 2.8596 -0.03 -0.17 0.15 -0.131
N -2.0572 -1.1200 1.6820 0.50 0.68 -0.60 0.018
C -2.6245 -2.1595 0.9471 0.22 0.10 0.13 -0.241
C -2.3859 -2.5956 -0.3542 0.08 0.00 -0.05 -0.040
C -3.1165 -3.6728 -0.8137 0.02 -0.01 0.04 -0.065
C -4.0588 -4.3174 0.0062 -0.03 0.02 -0.01 -0.065
C -4.2945 -3.9000 1.3009 -0.05 -0.02 0.07 0.000
C -3.5591 -2.8069 1.7507 -0.01 0.08 0.41 -0.187
H -4.0650 -2.3297 3.7923 -0.03 0.00 0.02 0.172
H -2.4288 -0.4273 3.6630 0.02 -0.02 -0.10 0.125
H -1.6529 -2.0995 -0.9812 -0.05 -0.06 0.07 0.091
H -2.9570 -4.0392 -1.8207 -0.01 0.03 0.06 0.112
H -4.6103 -5.1618 -0.3882 0.03 0.04 0.03 0.112
H -5.0148 -4.4042 1.9349 0.05 0.03 -0.05 0.120
```
Positions in Å, forces in eV/Å.



[7]
2 unconnected molecules or ions with the total composition C8H12N4S at a distorted geometry. Source: OMol25; level of theory: wB97M-V/def2-TZVPD.

Summary:
- Strongest force on any atom: 6.3 eV/Å
- HOMO level (alpha / beta): -14.17 / -16.15 eV
- ⟨S²⟩: 2.05
- Electronic energy: -928.39734 Ha
- Gap between HOMO and LUMO (alpha / beta): 0.26611 / 0.18676 hartree
- LUMO level (alpha / beta): -0.254 / -0.407 hartree
- Spin multiplicity: 3
- Total charge: +2

```
25
Properties=species:S:1:pos:R:3:forces:R:3:lowdin_charge:R:1
C -3.5556 2.0067 -2.6010 0.78 -1.25 0.17 -0.032
C -2.2926 1.8563 -2.1632 0.84 -2.58 -0.17 0.052
C -4.2827 0.9224 -3.1312 -2.00 0.49 0.06 -0.005
C -3.7296 -0.2911 -3.3653 0.81 0.83 -0.32 0.013
C -1.6639 0.5057 -2.2951 -3.01 2.02 -0.55 -0.142
C 3.4580 1.2502 3.5784 -0.43 0.07 -0.73 0.052
C 2.4841 0.3567 3.8379 1.34 0.74 0.17 -0.182
C 1.7384 -0.5398 2.8937 -1.20 2.12 -0.11 -0.499
N -0.4895 0.3127 -1.7495 -1.89 -0.75 -0.96 0.018
N -2.4442 -0.4825 -2.9375 0.97 0.77 -0.07 -0.080
N -1.9288 -1.6996 -3.1254 6.25 -0.09 0.96 0.121
N 0.5592 0.3241 -1.3607 2.05 -0.07 0.75 0.250
S 2.1815 -0.5051 1.2066 1.49 0.28 0.19 1.111
H -3.8830 2.9851 -2.4664 -1.45 1.28 -0.04 0.114
H -1.8467 2.6658 -1.6219 0.76 0.03 -0.02 0.125
H -5.3700 1.0128 -3.2687 0.67 0.17 -0.46 0.144
H -4.1590 -1.0340 -4.0622 0.25 0.20 1.02 0.170
H 3.9769 1.8707 4.3230 -0.51 -0.66 -0.02 0.100
H 3.7922 1.5340 2.5666 -0.21 -0.24 0.31 0.058
H 2.2648 0.2392 4.8843 -0.45 -0.36 0.20 0.117
H 0.6337 -0.2730 2.8279 0.81 -0.20 0.37 0.136
H 1.7082 -1.5602 3.1866 0.06 -1.37 0.50 0.103
H -2.4699 -2.4054 -3.4553 -2.34 -2.01 -1.10 0.077
H -0.8700 -1.8510 -3.3692 -2.92 1.01 0.47 0.193
H 3.4189 0.0802 1.4889 -0.67 -0.43 -0.61 -0.016
```
Positions in Å, forces in eV/Å.



[8]
A molecular structure, C4H5NO2 at a distorted geometry. Source: OMol25; level of theory: wB97M-V/def2-TZVPD.

Summary:
- Strongest force on any atom: 3.0 eV/Å
- HOMO level (alpha / beta): -10.03 / -10.03 eV
- Electronic energy: -360.45279 Ha
- Gap between HOMO and LUMO (alpha / beta): 0.33879 / 0.33884 hartree
- LUMO level (alpha / beta): -0.030 / -0.030 hartree
- Spin multiplicity: 1
- Total charge: 0

```
12
Properties=species:S:1:pos:R:3:forces:R:3:lowdin_charge:R:1
O 1.5847 -1.3221 0.1544 -1.14 0.48 1.27 -0.001
C 0.9689 -0.5384 -0.7550 -0.90 0.45 -0.58 -0.376
C 0.6492 0.6421 0.1545 -0.02 0.25 0.09 -0.211
C -0.8373 0.9891 0.1902 -0.66 -0.29 -0.45 -0.001
N 0.2142 -0.3569 1.1528 2.29 -1.92 0.00 0.222
C -0.9149 -0.6490 0.3112 -0.37 0.93 0.44 -0.301
O -0.4394 -1.0461 -0.9209 0.56 0.06 -0.19 -0.029
H 1.3934 -0.4661 -1.7607 0.08 -0.16 0.22 0.159
H 1.4469 1.3046 0.4848 -0.16 -0.05 -0.22 0.149
H -1.3633 1.1857 -0.7322 0.01 0.51 -0.23 0.115
H -1.1074 1.6616 1.0141 -0.04 -0.49 -0.22 0.117
H -1.7461 -1.2434 0.7036 0.34 0.23 -0.13 0.157
```
Positions in Å, forces in eV/Å.